# 1
{
  "formula": "H41O21",
  "method": "ωB97M-V with the def2-TZVPD basis set",
  "energy_ha": -1604.64485,
  "total_charge": -1,
  "homo_energy_ev": -6.266,
  "relative_energy_kj_mol": 363.0,
  "homo_lumo_gap_ev": 8.02,
  "symbols": ["O", "H", "H", "O", "H", "H", "O", "H", "H", "O", "H", "H", "O", "H", "H", "O", "H", "H", "O", "H", "H", "O", "H", "H", "O", "H", "H", "O", "H", "H", "O", "H", "H", "O", "H", "H", "O", "H", "H", "O", "H", "H", "O", "H", "H", "O", "H", "O", "H", "H", "O", "H", "H", "O", "H", "H", "O", "H", "H", "O", "H", "H"],
  "coordinates": [[-2.031372, 1.759546, -2.933243], [-2.666791, 2.447746, -3.004678], [-1.149510, 2.167685, -2.916494], [1.667489, 4.530911, -1.554275], [1.075119, -3.755589, 2.645079], [1.172547, 4.162505, -0.838488], [0.001540, -4.306173, -3.148226], [-0.597532, -2.392266, 0.084088], [-0.551143, -3.571140, -2.940807], [-0.229342, -3.382469, -0.254336], [-0.018753, -4.851941, -2.360595], [0.772583, 2.610581, -3.847168], [-0.137520, 1.001486, 0.540800], [-0.506173, 0.084131, 0.419126], [-0.377241, 1.593459, -0.158541], [-2.322620, -0.068583, -1.209484], [-1.982314, -0.578711, -0.377210], [-2.837484, -0.792092, -1.642327], [-1.137136, -1.457445, 0.836857], [2.447155, 1.661075, -0.773862], [1.359501, 4.072840, -2.332338], [3.069364, 1.119505, -1.382976], [0.088447, -3.894614, 0.483254], [2.836215, 1.327958, -2.299937], [-0.580821, -1.092874, -3.921402], [-1.103077, -0.581774, -4.560410], [-0.836122, -0.867023, -3.016811], [0.638927, 2.262473, -2.980707], [-1.478852, -1.456737, 1.708518], [0.378752, 1.367551, -3.239614], [2.040524, 0.320645, 2.088591], [4.911218, 1.696029, 0.834329], [1.062227, 0.295076, 2.013721], [-0.872824, 1.426351, 3.302855], [-0.845454, 0.468730, 3.333071], [-0.185148, 1.654569, 2.631542], [1.432897, 2.932204, 2.474335], [1.242145, 3.335288, 3.391422], [2.301955, 3.240246, 2.156668], [3.364537, -1.490096, 0.056903], [3.475598, -0.861578, -0.731720], [2.399453, -1.821350, -0.077737], [-4.033812, -0.368800, 1.792316], [-3.131494, -0.522727, 1.506086], [-4.199287, 0.435545, 1.251694], [4.036692, 1.447748, 1.092302], [3.999199, 0.493951, 1.229445], [-2.343123, -4.794726, 1.846768], [-2.487474, -4.402805, 0.976697], [-1.406508, -4.899065, 2.049757], [-0.997120, 4.445695, 0.788412], [-0.553317, 4.730643, 1.659206], [-0.770387, 3.548966, 1.001689], [2.379488, -2.332506, 2.570799], [3.118795, -2.675104, 2.096974], [2.316841, -1.386014, 2.329301], [-4.579066, 0.989643, -1.747117], [-4.524501, 0.715102, -2.652399], [-3.743331, 0.774579, -1.292761], [0.182373, -4.131492, 2.487047], [-0.549852, -3.620482, 2.844733], [1.994926, 1.235712, 1.671280]],
  "atomic_forces_ev_per_a": [[1.03, -0.54, -0.63], [-0.81, 0.96, 0.04], [-0.66, 0.25, 0.17], [0.85, 0.73, -0.42], [-0.96, 0.65, 0.11], [-0.71, -0.26, 0.72], [0.54, -1.05, -0.84], [0.69, -2.81, 0.62], [-0.43, 0.86, 0.41], [-0.32, 1.09, -1.58], [0.01, 0.24, 0.38], [0.33, 0.92, -1.11], [0.63, 0.09, 0.50], [-0.05, 0.09, 0.25], [-0.50, -0.02, -0.75], [0.38, -2.54, 1.16], [-0.33, 0.41, -0.79], [0.56, 0.73, 0.37], [-0.24, 2.45, -1.43], [1.62, -1.44, -1.72], [-0.13, -0.24, 0.00], [-1.26, 1.08, 0.81], [-0.01, 0.29, 0.62], [-0.26, 0.13, 0.51], [0.36, 0.10, -0.39], [-0.04, -0.13, 0.81], [-0.42, 0.29, -0.18], [-0.06, -0.77, 0.17], [-0.30, -0.48, 1.18], [0.16, -0.64, 0.52], [-1.94, 1.92, -0.66], [0.74, -0.05, -0.36], [0.47, -1.18, 0.24], [0.76, 0.56, -0.37], [-0.12, -0.18, 0.03], [-0.92, -0.27, 0.58], [-0.41, 1.67, 1.61], [0.80, -1.03, -2.19], [-0.38, -0.06, 0.53], [-1.92, 0.27, -2.14], [-0.34, -1.03, 1.65], [2.28, 0.77, 0.43], [-0.20, 1.19, -0.73], [0.47, -0.55, 0.02], [-0.35, -0.64, 0.63], [-0.42, 0.57, 0.60], [-0.04, -0.14, -0.16], [-0.99, -0.27, 0.50], [0.81, 0.01, 0.18], [-0.03, -0.03, -0.88], [1.49, 1.00, 2.52], [-1.07, 0.53, -1.89], [-0.33, -1.70, -0.63], [-0.77, 0.10, 0.87], [0.83, -0.13, -0.67], [0.14, -0.34, -0.08], [-1.20, 0.75, 0.77], [0.37, -0.26, -0.47], [0.16, -0.03, -0.53], [0.54, -0.97, 0.13], [0.70, 0.65, 0.14], [1.23, -1.60, 0.81]],
  "mulliken_charge": [-0.496, 0.308, 0.308, -0.657, 0.284, 0.325, -0.637, 0.163, 0.292, -0.497, 0.308, 0.271, -0.081, 0.260, 0.079, -0.482, 0.301, 0.323, -0.635, 0.292, 0.351, -0.506, 0.196, 0.229, -0.649, 0.320, 0.283, -0.647, -0.171, 0.276, -0.754, 0.258, 0.032, -0.689, 0.338, 0.334, -0.596, 0.248, 0.294, -0.640, 0.308, 0.323, -0.672, 0.323, 0.346, -0.632, 0.242, -0.672, 0.321, 0.458, -0.661, 0.351, 0.267, -0.630, 0.327, 0.410, -0.699, 0.271, 0.430, -0.730, 0.275, 0.506]
}

---

# 2
{
  "formula": "C11H22FIN5O",
  "method": "ωB97M-V with the def2-TZVPD basis set",
  "energy_ha": -1178.64547,
  "total_charge": 1,
  "smiles": "CCOCn1cnc(N(CCCI)[C@H](F)CC)[n+]1N",
  "homo_energy_ev": -11.534,
  "homo_lumo_gap_ev": 8.68,
  "symbols": ["C", "C", "O", "C", "N", "C", "N", "C", "N", "C", "C", "C", "I", "C", "F", "C", "C", "N", "N", "H", "H", "H", "H", "H", "H", "H", "H", "H", "H", "H", "H", "H", "H", "H", "H", "H", "H", "H", "H", "H", "H"],
  "coordinates": [[-1.240087, -4.446204, -3.295251], [-0.049945, -3.610518, -2.870520], [0.022935, -2.366131, -3.585482], [-0.807708, -1.382080, -3.108565], [-0.140880, -0.708655, -1.973264], [1.145256, -0.482138, -1.816908], [1.419718, 0.139860, -0.690432], [0.238539, 0.334570, -0.085995], [0.117473, 0.975932, 1.078469], [1.344466, 1.637662, 1.565634], [1.664954, 2.924884, 0.813744], [2.816639, 3.669465, 1.500078], [4.291493, 4.369310, 0.140819], [-1.159026, 1.114216, 1.745433], [-1.844091, 2.159834, 1.132367], [-1.095453, 1.350164, 3.237820], [-0.488369, 0.153183, 3.967794], [-0.758078, -0.182246, -0.849153], [-2.114144, -0.179357, -0.662105], [-1.187835, -4.657432, -4.360745], [-2.191025, -3.950901, -3.092843], [-1.234202, -5.383696, -2.742290], [0.875227, -4.134605, -3.099741], [-0.051800, -3.421006, -1.791636], [-1.772335, -1.759476, -2.762509], [-0.972634, -0.660535, -3.905536], [1.858498, -0.805022, -2.557539], [1.201069, 1.872957, 2.612972], [2.165263, 0.927249, 1.492457], [0.775896, 3.556791, 0.801667], [1.926730, 2.701927, -0.217685], [3.341987, 3.026061, 2.202816], [2.459538, 4.531324, 2.054355], [-1.746618, 0.216808, 1.568996], [-2.134174, 1.464307, 3.545829], [-0.567994, 2.272802, 3.465414], [0.573580, 0.038569, 3.749841], [-0.977576, -0.768925, 3.644381], [-0.623742, 0.236689, 5.041531], [-2.601181, 0.333782, -1.384381], [-2.480366, -1.109419, -0.509836]],
  "atomic_forces_ev_per_a": [[0.03, 0.17, 0.03], [-0.03, -0.30, 0.08], [-0.01, 0.14, -0.06], [-0.11, -0.25, -0.24], [-0.20, -0.11, -0.05], [0.26, -0.01, -0.07], [0.24, 0.03, 0.03], [-0.15, 0.21, 0.10], [0.16, -0.26, 0.22], [0.00, 0.23, 0.04], [0.04, 0.12, 0.02], [-0.16, -0.17, 0.16], [0.03, 0.07, -0.03], [-0.06, 0.13, 0.04], [-0.03, 0.06, 0.05], [0.08, -0.29, -0.03], [-0.03, -0.08, -0.30], [-0.26, -0.12, -0.08], [0.10, -0.08, -0.07], [0.00, -0.06, -0.02], [-0.02, 0.01, 0.03], [-0.02, -0.06, -0.03], [0.04, 0.08, -0.05], [-0.03, 0.07, 0.02], [0.00, 0.05, 0.13], [0.04, 0.07, 0.00], [0.09, 0.02, 0.01], [-0.06, -0.11, 0.10], [0.04, 0.01, -0.01], [-0.02, 0.02, -0.07], [-0.06, -0.09, -0.05], [0.09, -0.02, -0.06], [0.04, 0.06, -0.04], [0.06, 0.01, -0.07], [0.00, 0.18, 0.02], [-0.09, 0.15, 0.04], [0.03, 0.02, 0.10], [-0.03, -0.01, 0.07], [0.06, 0.05, 0.06], [-0.04, 0.09, 0.04], [-0.03, -0.02, -0.05]],
  "mulliken_charge": [-1.076, -0.192, -0.348, -0.346, 0.182, -0.293, -0.477, 0.751, 0.299, -1.278, -0.387, -1.088, 0.058, 0.143, -0.413, -0.936, -1.061, 0.396, -0.941, 0.293, 0.299, 0.375, 0.337, 0.248, 0.352, 0.257, 0.511, 0.609, 0.288, 0.254, 0.454, 0.475, 0.458, 0.498, 0.378, 0.426, 0.293, 0.309, 0.369, 0.251, 0.275]
}